1.
Density functional theory data (wB97M-V/def2-TZVPD) for a cluster of 7 separate species, C30H78N4O14 in total at a distorted geometry.

Each line ends with the Löwdin charge.
Element x y z (Å)
C: -6.81 -4.63 -3.22  -0.165
O: -6.42 -3.58 -2.40  -0.167
C: -5.00 -3.25 -2.67  -0.181
C: -4.62 -2.28 -1.56  -0.247
N: -5.48 -1.17 -1.27  -0.038
C: -5.59 -0.27 -2.43  -0.183
C: -6.39 0.99 -2.12  -0.164
O: -5.55 2.04 -1.64  -0.234
C: -5.05 2.98 -2.56  -0.090
H: -6.19 -5.53 -3.12  0.084
H: -6.96 -4.38 -4.27  0.085
H: -7.78 -5.02 -2.94  0.083
H: -4.93 -2.80 -3.65  0.114
H: -4.28 -4.06 -2.56  0.117
H: -3.62 -1.91 -1.78  0.096
H: -4.47 -2.91 -0.68  0.121
H: -4.94 -0.71 -0.55  0.085
H: -6.02 -0.83 -3.26  0.117
H: -4.58 0.01 -2.75  0.114
H: -7.18 0.75 -1.41  0.132
H: -6.87 1.31 -3.04  0.119
H: -4.54 2.54 -3.42  0.095
H: -4.47 3.78 -2.10  0.094
H: -5.88 3.55 -2.98  0.086
C: 2.83 1.89 8.99  -0.093
O: 2.18 2.90 8.21  -0.186
C: 2.95 3.69 7.37  -0.231
C: 3.31 3.11 5.99  -0.230
N: 2.17 2.58 5.30  -0.053
C: 2.52 1.98 3.97  -0.172
C: 1.35 1.19 3.28  -0.154
O: 0.73 0.28 4.26  -0.198
C: -0.36 -0.47 3.79  -0.108
H: 2.15 1.31 9.61  0.085
H: 3.55 2.35 9.67  0.083
H: 3.35 1.13 8.41  0.082
H: 3.91 3.81 7.86  0.108
H: 2.53 4.70 7.37  0.124
H: 4.04 2.31 6.12  0.104
H: 3.78 3.85 5.33  0.118
H: 1.65 2.03 5.98  0.101
H: 3.39 1.33 4.03  0.098
H: 2.81 2.76 3.26  0.101
H: 1.63 0.65 2.38  0.093
H: 0.67 2.01 3.07  0.112
H: -0.18 -0.95 2.83  0.073
H: -1.27 0.12 3.83  0.074
H: -0.62 -1.25 4.51  0.085
C: -1.03 -3.18 0.25  -0.092
O: -0.07 -3.30 -0.76  -0.220
C: -0.52 -3.79 -2.00  -0.208
C: 0.52 -3.68 -3.12  -0.173
N: 1.34 -4.89 -3.21  -0.072
C: 1.98 -5.35 -1.99  -0.194
C: 3.00 -6.50 -2.27  -0.225
O: 4.30 -5.97 -2.19  -0.197
C: 5.29 -6.99 -2.19  -0.110
H: -1.41 -4.15 0.56  0.096
H: -1.84 -2.52 -0.05  0.076
H: -0.53 -2.73 1.10  0.077
H: -1.36 -3.17 -2.30  0.107
H: -0.87 -4.82 -1.87  0.128
H: 1.15 -2.78 -3.11  0.116
H: -0.02 -3.65 -4.07  0.113
H: 2.03 -4.82 -3.94  0.110
H: 1.27 -5.73 -1.25  0.109
H: 2.60 -4.64 -1.43  0.109
H: 2.81 -7.12 -3.15  0.121
H: 2.88 -7.23 -1.46  0.108
H: 6.26 -6.52 -1.99  0.087
H: 5.28 -7.43 -3.19  0.085
H: 5.17 -7.80 -1.47  0.083
C: 4.35 0.49 -2.42  -0.086
O: 4.17 1.92 -2.63  -0.172
C: 3.05 2.16 -3.48  -0.232
C: 2.57 3.62 -3.43  -0.207
N: 1.81 3.75 -2.20  -0.059
C: 1.34 5.19 -2.15  -0.166
C: 0.82 5.45 -0.75  -0.187
O: 1.86 5.19 0.25  -0.198
C: 1.36 5.26 1.57  -0.109
H: 3.48 -0.03 -2.03  0.072
H: 5.19 0.26 -1.76  0.082
H: 4.59 0.07 -3.40  0.082
H: 2.16 1.57 -3.28  0.105
H: 3.29 1.89 -4.50  0.117
H: 1.97 3.87 -4.30  0.127
H: 3.45 4.26 -3.48  0.118
H: 2.37 3.57 -1.37  0.117
H: 0.60 5.45 -2.90  0.123
H: 2.18 5.85 -2.36  0.111
H: -0.09 4.89 -0.55  0.111
H: 0.53 6.48 -0.54  0.117
H: 0.41 4.73 1.71  0.072
H: 0.97 6.26 1.77  0.079
H: 2.15 4.98 2.27  0.083
O: -1.58 3.00 1.09  -0.074
C: -2.66 2.46 1.77  -0.234
C: -3.90 2.23 0.82  -0.192
O: -3.66 1.13 -0.05  -0.094
H: -1.22 2.19 0.70  0.027
H: -2.30 1.56 2.26  0.101
H: -2.96 3.11 2.59  0.114
H: -4.00 3.11 0.18  0.102
H: -4.85 2.16 1.36  0.114
H: -4.28 1.31 -0.77  0.011
O: 0.04 0.96 -0.02  -0.075
C: -0.55 0.50 -1.24  -0.205
C: -1.21 1.57 -2.12  -0.238
O: -0.36 2.23 -3.01  -0.085
H: 0.80 0.44 0.25  0.032
H: 0.15 -0.07 -1.85  0.119
H: -1.40 -0.15 -1.02  0.090
H: -1.73 2.35 -1.55  0.107
H: -1.92 1.01 -2.73  0.110
H: 0.26 2.82 -2.58  0.016
O: 1.87 -1.02 0.36  -0.068
C: 3.10 -1.53 0.71  -0.238
C: 3.20 -2.05 2.17  -0.232
O: 2.35 -3.14 2.33  -0.051
H: 1.29 -1.77 0.21  0.067
H: 3.37 -2.32 0.02  0.117
H: 3.91 -0.82 0.55  0.116
H: 2.89 -1.27 2.86  0.105
H: 4.22 -2.30 2.45  0.122
H: 2.87 -3.95 2.29  0.091

Output
HOMO energy = -8.3 eV
ΔE to the lowest compared entry with this formula, charge and spin = 69.8 kJ/mol
Net charge = 0
Gap between HOMO and LUMO = 8.8 eV
LUMO = 0.50 eV

---

2.
Density functional theory data (wB97M-V/def2-TZVPD) for a structure of composition C4H9OPS at a distorted geometry.

Each line ends with the Löwdin charge.
Element x y z (Å)
C: 0.45 -1.26 -0.17  -0.323
C: 1.32 -0.14 0.33  -0.279
C: -0.99 -1.24 0.27  -0.330
C: 0.98 1.12 -0.47  -0.490
O: -3.46 -0.13 0.08  -0.419
P: -2.02 0.01 -0.18  0.619
S: -0.36 2.05 0.37  0.708
H: 0.56 -1.36 -1.25  0.105
H: 0.92 -2.20 0.18  0.111
H: 1.18 0.06 1.32  0.052
H: 2.41 -0.46 0.20  0.138
H: -1.28 -1.77 1.20  0.070
H: -0.26 1.65 1.65  -0.094
H: 1.71 1.99 -0.72  0.102
H: 0.54 0.94 -1.39  0.014
H: -1.70 0.72 -1.42  0.018

Output
HOMO energy = -7.8 eV
ΔE to the lowest compared entry with this formula, charge and spin = 323.9 kJ/mol
Net charge = 0
Gap between HOMO and LUMO = 8.2 eV
LUMO = 0.35 eV

---

3.
Density functional theory data (wB97M-V/def2-TZVPD) for a structure of composition C33H40IrN2O7P2S.

Each line ends with the Löwdin charge.
Element x y z (Å)
Ir: -0.43 0.85 -0.10  1.195
O: 3.06 0.86 -0.41  0.064
C: 2.44 -0.17 -0.60  -0.567
O: 1.15 -0.22 -0.89  -0.304
C: 3.07 -1.52 -0.51  -0.134
C: 4.45 -1.65 -0.52  0.019
C: 5.03 -2.90 -0.41  -0.021
C: 4.23 -4.03 -0.29  -0.032
C: 2.85 -3.91 -0.26  -0.056
C: 2.26 -2.65 -0.37  -0.277
P: 0.48 -2.48 -0.37  1.229
C: -0.25 -2.99 1.16  -0.350
C: 0.54 -3.31 2.27  -0.069
C: -0.07 -3.57 3.49  -0.049
C: -1.45 -3.51 3.61  -0.038
C: -2.24 -3.17 2.51  -0.050
C: -1.65 -2.90 1.29  -0.101
C: -0.24 -3.21 -1.82  -0.333
C: 0.17 -2.71 -3.06  -0.082
C: -0.34 -3.27 -4.22  -0.062
C: -1.27 -4.30 -4.14  -0.045
C: -1.69 -4.78 -2.91  -0.050
C: -1.18 -4.24 -1.74  -0.068
H: 5.05 -0.76 -0.62  0.132
H: 6.10 -3.00 -0.43  0.124
H: 4.68 -5.01 -0.21  0.123
H: 2.23 -4.80 -0.17  0.125
H: 1.61 -3.36 2.18  0.106
H: 0.53 -3.84 4.35  0.119
H: -1.92 -3.72 4.56  0.122
H: -3.32 -3.11 2.62  0.120
H: -2.26 -2.63 0.44  0.107
H: 0.89 -1.91 -3.11  0.113
H: 0.00 -2.91 -5.18  0.118
H: -1.66 -4.74 -5.05  0.120
H: -2.40 -5.60 -2.86  0.120
H: -1.49 -4.64 -0.78  0.107
C: 2.36 0.58 2.75  0.045
C: 0.91 0.90 2.87  -0.303
N: -0.02 1.04 1.93  -0.003
C: -1.21 1.34 2.59  -0.129
C: -0.99 1.38 3.92  -0.046
N: 0.34 1.10 4.07  0.208
C: -1.80 1.63 5.16  -0.463
O: -3.07 1.89 5.00  0.176
O: -1.23 1.56 6.22  0.150
C: -2.44 1.52 1.81  -0.537
O: -3.51 1.79 2.32  0.118
O: -2.27 1.37 0.52  -0.213
H: 2.68 0.51 1.72  0.053
H: 2.58 -0.35 3.27  0.102
H: 2.95 1.37 3.22  0.109
H: 0.79 1.07 4.98  0.192
H: -3.34 1.89 4.05  0.087
C: -3.83 0.15 -2.00  -0.210
S: -2.40 1.02 -2.60  0.946
C: -2.31 0.38 -4.25  -0.209
O: -1.19 0.29 -1.94  -0.674
H: -4.70 0.53 -2.54  0.081
H: -3.92 0.38 -0.94  0.049
H: -3.70 -0.92 -2.17  0.074
H: -3.22 0.67 -4.78  0.080
H: -2.21 -0.71 -4.20  0.063
H: -1.44 0.83 -4.74  0.069
C: 1.62 4.04 -2.90  -0.107
C: 1.20 2.73 -2.23  -0.348
P: 0.34 2.88 -0.63  0.890
C: -0.95 4.13 -0.96  -0.340
C: -2.01 4.47 0.08  -0.099
C: 1.55 3.62 0.50  -0.328
C: 1.08 4.25 1.80  -0.099
H: 2.14 3.81 -3.83  0.088
H: 2.31 4.61 -2.28  0.075
H: 0.77 4.68 -3.15  0.073
H: 2.06 2.09 -2.06  0.070
H: 0.51 2.17 -2.88  0.072
H: -1.41 3.85 -1.91  0.076
H: -0.35 5.02 -1.18  0.098
H: -2.71 3.65 0.23  0.056
H: -2.58 5.33 -0.27  0.092
H: -1.58 4.74 1.05  0.065
H: 2.01 4.39 -0.13  0.093
H: 2.32 2.86 0.65  0.069
H: 0.41 5.09 1.63  0.069
H: 1.94 4.64 2.34  0.090
H: 0.57 3.55 2.46  0.055

Output
HOMO energy (spin up / spin down) = -13.2 / -14.7 eV
ΔE to the lowest compared entry with this formula, charge and spin = 47.8 kJ/mol
Net charge = +2
Multiplicity = 2
Gap between HOMO and LUMO (spin up / spin down) = 7.2 / 7.5 eV
LUMO (spin up / spin down) = -5.95 / -7.17 eV

---

4.
Density functional theory data (wB97M-V/def2-TZVPD) for an isolated molecule of C3H5NO3 at a distorted geometry.

Each line ends with the Löwdin charge.
Element x y z (Å)
C: 0.10 0.52 1.76  0.003
C: 0.39 0.30 0.32  -0.397
O: 1.55 0.51 -0.19  -0.007
C: -0.48 -0.10 -0.69  -0.347
O: -1.81 0.16 -0.78  0.064
N: 0.31 0.07 -1.87  0.140
O: 1.00 -1.00 -2.24  0.031
H: 0.24 1.57 2.01  0.095
H: -0.92 0.22 2.01  0.083
H: 0.80 -0.06 2.37  0.094
H: -2.25 -0.58 -1.23  0.108
H: 1.07 -1.60 -1.46  0.134

Output
HOMO energy (spin up / spin down) = -8.3 / -8.3 eV
ΔE to the lowest compared entry with this formula, charge and spin = 637.0 kJ/mol
Net charge = 0
Gap between HOMO and LUMO (spin up / spin down) = 7.0 / 7.0 eV
LUMO (spin up / spin down) = -1.33 / -1.33 eV

---

5.
Density functional theory data (wB97M-V/def2-TZVPD) for an isolated molecule of C18H13BrClN3O2 at a distorted geometry.

Each line ends with the Löwdin charge.
Element x y z (Å)
C: -0.78 -0.73 2.66  0.014
C: -0.08 -0.09 1.47  -0.397
C: -0.80 -0.40 0.20  -0.260
N: -1.06 0.42 -0.77  0.120
N: -1.68 -0.28 -1.73  0.115
C: -1.76 -1.51 -1.31  -0.270
C: -2.36 -2.63 -2.01  -0.143
C: -2.35 -3.90 -1.44  -0.016
C: -2.92 -4.96 -2.13  -0.066
C: -3.50 -4.76 -3.37  -0.100
C: -3.49 -3.49 -3.93  -0.663
Cl: -4.21 -3.24 -5.48  0.685
C: -2.93 -2.42 -3.26  -0.040
O: -1.22 -1.65 -0.08  0.163
C: 0.17 1.42 1.61  -0.087
C: 1.67 1.48 1.41  -0.216
C: 2.53 2.65 1.32  -0.182
C: 3.84 2.44 0.87  -0.021
C: 4.74 3.47 0.73  -0.071
C: 4.36 4.76 1.03  -0.078
C: 3.08 5.01 1.48  -0.143
C: 2.17 3.96 1.63  -0.572
Br: 0.46 4.47 2.30  0.811
N: 2.18 0.31 1.28  0.119
O: 1.26 -0.67 1.34  -0.039
H: -0.21 -0.54 3.56  0.097
H: -0.84 -1.81 2.51  0.089
H: -1.78 -0.32 2.77  0.100
H: -1.90 -4.06 -0.47  0.117
H: -2.92 -5.95 -1.69  0.109
H: -3.94 -5.58 -3.91  0.105
H: -2.92 -1.43 -3.68  0.114
H: -0.36 1.98 0.84  0.103
H: -0.12 1.77 2.60  0.088
H: 4.12 1.42 0.63  0.110
H: 5.74 3.26 0.38  0.105
H: 5.05 5.58 0.92  0.106
H: 2.77 6.01 1.73  0.093

Output
HOMO energy = -8.7 eV
Net charge = 0
Gap between HOMO and LUMO = 8.8 eV
LUMO = 0.08 eV